1.
Formula: C43H63BF3N11NbO3P2
Source: the OMol25 dataset
Level of theory: ωB97M-V/def2-TZVPD

Geometry as XYZ:
```
127
Properties=species:S:1:pos:R:3:forces:R:3:lowdin_charge:R:1
C -0.54546 -3.38759 2.93227 -0.7 2.6 0.2 -0.056
C -0.38679 -1.90865 2.93117 1.2 -3.2 1.5 -0.252
Nb 1.04461 -0.72595 1.55115 -2.9 -1.4 2.6 1.286
C 2.43073 -0.13425 3.23948 -0.3 1.6 2.5 -0.315
C 1.53048 0.65373 4.56265 -1.4 -1.1 1.1 -0.186
C 2.06606 0.21237 6.15043 0.9 -1.7 -1.8 -0.098
O 0.65878 -0.28019 5.44794 3.5 2.5 -4.3 -0.277
P 2.60041 0.58338 -0.04391 0.3 0.1 -1.0 0.497
N 2.78956 -0.09846 -1.49377 -0.5 -0.7 0.3 -0.417
B 2.38734 -2.61107 1.27730 2.1 -1.9 -1.2 -0.608
N 3.12229 -2.92567 -0.04323 0.3 -0.8 2.2 0.010
O 2.59990 -3.62194 2.36287 0.6 2.1 -0.6 -0.086
P -0.37011 -1.65762 -0.40591 -0.5 -1.6 -0.1 0.688
C -2.23557 -1.34739 -0.13103 -1.2 -0.2 -0.5 -0.387
O -0.21078 -3.41988 -0.27366 -0.1 0.6 -1.4 -0.467
C -0.20740 1.17108 1.65582 -0.8 1.2 -1.6 -0.362
F -1.36830 0.93414 2.54055 2.5 1.9 -2.2 -0.081
F -0.71517 1.40675 0.25076 0.5 0.2 3.6 -0.133
F 0.56801 2.41552 1.97926 -2.6 -2.2 -0.4 -0.156
H 0.22485 -4.14946 3.37968 -1.0 1.6 -1.9 0.096
H -1.55179 -3.82364 2.52434 1.7 0.7 1.3 0.080
H -1.07015 -1.32319 3.71643 0.6 -0.9 -2.5 0.077
H 3.24159 0.66149 2.90486 -1.4 -1.7 1.0 0.037
H 2.87157 -1.11801 3.68283 -0.6 2.0 -0.5 0.036
H 1.18665 1.85012 4.38548 0.7 -3.6 0.9 0.156
H 3.06559 -0.14277 5.60186 -1.7 -0.5 0.4 0.042
H 1.95534 -0.82043 6.66196 0.3 2.2 1.0 0.111
H 2.02836 1.91275 -0.29915 0.8 -0.5 0.7 -0.036
H 3.86515 0.86040 0.64902 -0.8 0.0 -0.6 -0.067
H 2.22294 -0.97251 -1.50435 0.8 0.7 0.0 -0.106
H 3.36277 -3.95723 -0.03562 0.0 1.5 0.1 0.060
H 4.03186 -2.38781 0.00561 -1.4 -0.6 -0.6 0.063
H 3.29415 -3.20556 2.95339 -1.3 -0.8 -0.8 0.081
H -2.84639 -2.10520 -0.82061 1.3 1.5 1.5 0.054
H -2.46898 -0.28001 -0.55057 0.5 -1.9 0.9 0.027
H -2.60252 -1.44856 0.97817 0.7 0.2 -2.0 0.032
H -0.07577 -3.82726 -1.18095 -0.3 1.0 1.7 0.022
N -0.22282 -4.04300 -4.13277 0.0 0.0 -0.1 0.001
C -0.55238 -4.39099 -5.41684 0.0 -0.2 -0.1 -0.148
C -1.12877 -3.29553 -6.02010 0.1 -0.4 0.0 -0.124
C -1.14191 -2.24819 -5.06818 0.1 0.1 0.4 -0.097
C -0.57385 -2.73644 -3.91281 -0.1 0.1 -0.1 -0.135
H 0.21219 -4.65430 -3.45402 -0.1 0.2 -0.3 0.141
H -0.35054 -5.38614 -5.78987 0.0 0.2 0.0 0.100
H -1.49863 -3.25473 -7.03641 0.1 -0.1 0.2 0.056
H -1.52396 -1.24555 -5.21038 0.1 -0.2 0.0 0.097
H -0.39107 -2.26761 -2.95513 0.0 0.1 -0.1 0.029
N 3.11361 3.75530 1.98760 0.3 0.1 0.0 0.021
C 4.18647 3.55893 1.15757 0.1 0.1 0.0 -0.160
C 4.98071 4.68233 1.21557 0.0 -0.3 -0.1 -0.117
C 4.36833 5.58560 2.11686 -0.2 0.1 0.2 -0.127
C 3.21875 4.98640 2.58092 0.0 0.0 0.0 -0.143
H 2.36239 3.09479 2.13933 0.2 0.2 -0.1 0.092
H 4.29180 2.63976 0.59700 0.1 0.5 0.1 0.033
H 5.90228 4.83430 0.66882 -0.2 0.0 0.1 0.087
H 4.72760 6.56720 2.39769 -0.1 -0.1 0.0 0.085
H 2.46786 5.33031 3.27968 0.1 -0.1 -0.1 0.099
N -5.64476 0.58768 -0.62180 0.0 0.0 0.0 0.000
C -6.35807 0.62395 -1.79159 -0.1 0.0 -0.1 -0.150
C -6.13448 1.84444 -2.38878 -0.2 -0.3 -0.1 -0.122
C -5.25052 2.56738 -1.55259 0.2 0.0 0.3 -0.116
C -4.96208 1.76654 -0.47029 0.0 0.1 0.1 -0.143
H -5.62450 -0.18792 0.02756 0.1 0.3 -0.3 0.145
H -6.96331 -0.21891 -2.09731 0.1 0.2 0.0 0.101
H -6.56093 2.17757 -3.32606 0.1 -0.1 0.1 0.087
H -4.86528 3.56456 -1.72204 0.0 -0.2 0.0 0.090
H -4.33220 1.93469 0.39304 -0.1 0.0 -0.2 0.108
N 3.10007 0.15684 -4.93578 0.0 0.1 -0.4 0.023
C 2.63226 1.42414 -5.16740 0.1 -0.2 0.1 -0.132
C 2.69010 1.65802 -6.52319 -0.1 0.2 0.2 -0.134
C 3.20543 0.48841 -7.13122 0.1 -0.3 -0.1 -0.142
C 3.44706 -0.42335 -6.12812 0.0 0.1 0.2 -0.148
H 3.17642 -0.28194 -4.02733 -0.1 0.3 0.2 0.107
H 2.30063 2.04991 -4.34970 0.1 -0.1 -0.1 0.108
H 2.39210 2.57182 -7.02067 0.0 -0.1 0.1 0.071
H 3.38074 0.32824 -8.18721 0.0 0.0 0.1 0.075
H 3.83641 -1.43218 -6.16051 -0.1 0.2 0.0 0.101
N -1.33082 -2.69229 6.23178 -0.2 -0.2 0.2 0.026
C -1.52941 -2.67605 7.58782 0.0 0.1 -0.1 -0.141
C -2.69952 -3.35116 7.85474 0.2 0.1 0.2 -0.133
C -3.22194 -3.79530 6.61657 0.0 -0.1 -0.3 -0.114
C -2.35528 -3.37718 5.63168 0.0 0.0 0.1 -0.145
H -0.55005 -2.26640 5.74944 -0.1 0.1 0.0 0.100
H -0.82383 -2.18543 8.24483 -0.1 -0.1 -0.1 0.110
H -3.12968 -3.50797 8.83541 0.1 0.0 -0.1 0.090
H -4.13201 -4.35995 6.46027 0.1 0.1 0.0 0.087
H -2.38050 -3.50692 4.55795 -0.1 0.0 0.3 0.072
N -0.99411 5.62059 3.93062 0.0 0.0 0.1 0.000
C -1.60300 5.81998 5.14225 -0.1 0.1 0.1 -0.153
C -2.00099 4.59352 5.62555 0.0 0.4 0.1 -0.116
C -1.61321 3.61954 4.67464 0.2 -0.1 -0.3 -0.108
C -0.99105 4.28116 3.63970 0.0 0.0 -0.1 -0.139
H -0.60680 6.34784 3.34349 -0.1 -0.3 0.2 0.145
H -1.70210 6.81501 5.55495 0.0 -0.2 0.0 0.100
H -2.51402 4.41904 6.56240 0.1 0.0 -0.1 0.089
H -1.77026 2.55054 4.73830 0.1 0.2 0.0 0.089
H -0.54877 3.91460 2.72297 -0.2 0.2 0.3 0.086
N 0.38528 -5.43884 12.37008 0.1 0.0 0.1 -0.012
C 0.05571 -5.78683 11.08602 -0.1 0.0 -0.1 -0.141
C -0.52068 -4.69137 10.48276 0.1 -0.5 -0.1 -0.110
C -0.53381 -3.64403 11.43468 0.1 0.1 0.4 -0.112
C 0.03424 -4.13228 12.59004 -0.1 0.1 0.0 -0.150
H 0.82029 -6.05014 13.04884 -0.2 0.3 -0.3 0.144
H 0.25756 -6.78198 10.71299 -0.1 0.2 0.0 0.103
H -0.89053 -4.65057 9.46645 0.1 0.0 0.2 0.071
H -0.91586 -2.64139 11.29247 0.1 -0.2 0.0 0.091
H 0.21702 -3.66345 13.54773 0.0 -0.1 -0.2 0.102
N -2.95983 -2.00631 -9.01730 0.0 0.0 -0.1 -0.001
C -3.98171 -1.38159 -9.68365 -0.1 0.0 0.0 -0.149
C -3.63404 -0.06003 -9.85330 -0.3 -0.3 -0.1 -0.121
C -2.35485 0.11715 -9.27406 0.3 -0.2 0.2 -0.111
C -1.96106 -1.10133 -8.76794 0.1 0.1 0.0 -0.142
H -2.94465 -2.98252 -8.75192 0.0 0.4 -0.1 0.137
H -4.86710 -1.92908 -9.97787 0.1 0.1 0.1 0.101
H -4.23612 0.69460 -10.34256 0.1 -0.1 0.1 0.088
H -1.78226 1.03465 -9.23135 -0.1 -0.2 0.0 0.089
H -1.05861 -1.40077 -8.25192 -0.1 0.1 -0.1 0.101
N 2.51432 3.54913 -9.71127 0.0 0.1 -0.1 0.004
C 1.49244 4.17385 -10.37763 0.0 0.0 0.0 -0.142
C 1.84012 5.49542 -10.54728 -0.3 -0.2 -0.1 -0.124
C 3.11931 5.67260 -9.96804 0.3 -0.2 0.2 -0.122
C 3.51310 4.45411 -9.46192 0.0 0.0 0.0 -0.142
H 2.52951 2.57293 -9.44590 0.0 0.3 0.0 0.132
H 0.60706 3.62636 -10.67184 0.1 0.1 0.1 0.104
H 1.23804 6.25004 -11.03653 0.1 -0.1 0.1 0.087
H 3.69190 6.59009 -9.92533 -0.1 -0.2 0.0 0.088
H 4.41555 4.15467 -8.94590 -0.2 0.1 -0.1 0.108
```
Positions in Å, forces in eV/Å.

The HOMO energy is -4.96 eV. The value obtained for the orbital gap is 5.11 eV. The charge is -1.



2.
Formula: C3H6O3Yb
Source: the OMol25 dataset
Level of theory: ωB97M-V/def2-TZVPD

Geometry as XYZ:
```
13
Properties=species:S:1:pos:R:3:forces:R:3:lowdin_charge:R:1
H -0.75739 1.49878 0.01074 2.2 -0.7 -0.4 0.231
O 0.26787 -1.31524 0.07451 -1.2 0.8 1.2 0.116
C -0.45393 -0.35420 0.31949 2.8 -0.3 -2.7 -0.595
O 0.00090 0.81493 -0.13623 -1.2 2.4 0.5 0.077
Yb 2.32467 -0.12409 -0.77709 0.2 -0.3 0.0 1.922
O -1.65719 -0.21343 0.75653 -2.6 -1.6 0.6 0.153
C -2.79734 -0.43575 -0.14214 0.4 -3.5 3.3 0.007
C -3.79765 0.65420 0.12612 -0.3 1.7 -0.7 0.159
H -3.18714 -1.43403 0.08391 0.1 0.1 -0.1 0.183
H -2.40534 -0.40532 -1.16482 -0.4 0.8 -1.0 0.217
H -3.79124 0.94275 1.18455 1.1 0.2 0.5 0.179
H -4.79424 0.26900 -0.12521 -0.3 -0.6 -1.4 0.192
H -3.59932 1.53705 -0.49439 -1.1 0.9 0.3 0.160
```
Positions in Å, forces in eV/Å.

The HOMO energy (spin up / spin down) is -23.29 / -23.20 eV. The value obtained for the orbital gap (spin up / spin down) is 10.19 / 3.65 eV. The charge is +3. As for the spin multiplicity: 2.



3.
Formula: C39H47GeN3OOsP2S
Source: the OMol25 dataset
Level of theory: ωB97M-V/def2-TZVPD

Geometry as XYZ:
```
95
Properties=species:S:1:pos:R:3:forces:R:3:lowdin_charge:R:1
Os -1.44473 -0.39768 0.61601 0.4 0.4 0.5 0.913
O -0.80051 0.69629 2.16368 -0.1 -0.1 -0.1 -0.389
N -1.13020 2.02275 2.20501 0.1 -0.2 0.0 -0.171
C -0.76088 2.67720 3.32722 0.0 0.0 0.0 0.004
C -1.02289 4.00913 3.45534 0.0 0.0 0.0 -0.015
C -1.67665 4.67113 2.40992 0.0 0.0 0.0 -0.017
C -2.04903 3.97192 1.28823 0.0 0.0 0.0 -0.052
C -1.77303 2.60477 1.18281 0.0 0.0 -0.1 -0.631
S -2.24170 1.63978 -0.17627 0.0 -0.1 0.0 0.633
H -0.27297 2.06975 4.07366 0.0 0.0 0.0 0.144
H -0.72801 4.52267 4.35816 0.0 0.0 0.0 0.126
H -1.89501 5.72744 2.48696 0.0 0.0 0.0 0.128
H -2.56683 4.44786 0.46799 0.0 0.0 0.0 0.122
C 1.72840 -0.94546 3.10859 0.0 -0.2 -0.1 -0.101
N 1.58161 -1.55975 1.74933 -0.3 0.4 0.1 -0.425
P -0.03290 -2.16637 1.36076 -0.1 -0.1 0.1 0.878
C 0.37074 -3.63788 0.37937 0.1 0.0 0.0 -0.349
C -0.61185 -4.18680 -0.43926 0.1 -0.1 0.0 -0.092
C -0.37594 -5.37559 -1.11658 0.0 0.0 0.0 -0.059
C 0.84321 -6.02159 -0.98058 0.0 0.0 0.0 -0.049
C 1.82356 -5.48540 -0.15527 0.0 0.0 0.0 -0.052
C 1.58830 -4.30183 0.52555 0.0 0.0 0.0 -0.102
C -0.61898 -2.86930 2.91808 0.0 0.0 0.0 -0.362
C -1.92083 -2.55769 3.30007 0.0 0.1 0.1 -0.099
C -2.48729 -3.16098 4.41616 0.0 0.0 0.0 -0.054
C -1.74673 -4.06655 5.15718 0.0 0.0 0.0 -0.046
C -0.44186 -4.37908 4.78453 0.0 0.0 0.0 -0.048
C 0.11683 -3.79298 3.66393 0.0 -0.1 0.0 -0.088
P 2.41152 -0.74380 0.54028 0.2 -0.2 0.1 1.138
C 4.11056 -0.63483 1.07591 0.0 0.1 -0.1 -0.372
C 4.68411 -1.57065 1.94064 0.1 0.0 0.0 -0.094
C 6.03093 -1.47408 2.24589 0.0 0.0 0.0 -0.046
C 6.79960 -0.44915 1.70291 0.0 0.0 0.0 -0.037
C 6.22757 0.48588 0.85090 0.0 0.0 0.0 -0.043
C 4.88078 0.39806 0.53723 0.0 0.0 0.0 -0.075
C 2.34132 -1.54530 -1.04388 -0.1 0.1 -0.2 -0.315
C 3.38914 -2.36255 -1.38767 0.0 -0.1 -0.1 -0.085
C 3.39766 -3.05887 -2.60607 0.0 0.0 0.0 -0.021
C 2.31221 -2.92300 -3.50501 0.1 0.0 0.1 -0.060
C 1.27754 -2.09796 -3.22150 0.0 0.0 0.0 -0.040
C 1.18723 -1.27369 -1.97940 0.1 0.1 0.1 -0.379
H 1.54619 -1.70550 3.86202 0.0 0.0 0.0 0.081
H 1.01640 -0.13507 3.23989 0.0 0.0 0.0 0.060
H 2.74154 -0.57223 3.22663 0.0 0.0 0.0 0.075
H -1.57050 -3.70126 -0.52541 -0.1 0.0 0.0 0.070
H -1.14707 -5.80456 -1.74411 0.0 0.0 0.0 0.109
H 1.02827 -6.94711 -1.50961 0.0 0.0 0.0 0.117
H 2.77109 -5.99471 -0.03826 0.0 0.0 0.0 0.117
H 2.36156 -3.89043 1.16262 0.0 0.0 0.0 0.092
H -2.50064 -1.83692 2.72992 0.0 0.0 0.0 0.072
H -3.50139 -2.92118 4.70568 0.0 0.0 0.0 0.116
H -2.18464 -4.53649 6.02784 0.0 0.0 0.0 0.118
H 0.13234 -5.08808 5.36563 0.0 0.0 0.0 0.117
H 1.12240 -4.06648 3.36427 0.0 0.0 0.0 0.108
H 4.08692 -2.36981 2.36170 0.0 0.0 0.0 0.106
H 6.48446 -2.20137 2.90571 0.0 0.0 0.0 0.119
H 7.85141 -0.38177 1.94695 0.0 0.0 0.0 0.120
H 6.82797 1.28323 0.43455 0.0 0.0 0.0 0.120
H 4.43294 1.12495 -0.13001 0.0 0.0 0.0 0.091
H 4.22971 -2.48603 -0.71535 0.0 0.0 0.0 0.114
H 4.23797 -3.69177 -2.85380 0.0 0.0 0.0 0.116
H 2.32566 -3.47177 -4.43799 0.0 0.0 0.0 0.121
H 0.46064 -1.99407 -3.92757 0.0 0.0 0.0 0.113
H 0.25535 -1.59040 -1.48593 0.0 0.0 0.1 0.074
C -2.69650 -2.85869 -3.90268 0.0 0.0 0.0 -0.022
C -3.72141 -2.48769 -2.81724 0.1 0.0 0.1 -0.567
C -4.76385 -1.50252 -3.35830 0.0 0.0 0.0 -0.020
C -4.39199 -3.74842 -2.24882 0.0 0.0 0.0 -0.017
C -2.97190 -1.84344 -1.71774 -0.1 -0.1 -0.2 -0.065
N -2.36155 -1.38436 -0.86001 -0.3 -0.2 -0.4 -0.047
H -3.21809 -3.39021 -4.69818 0.0 0.0 0.0 0.104
H -1.91253 -3.50724 -3.50754 0.0 0.0 0.0 0.081
H -2.23691 -1.96670 -4.32970 0.0 0.0 0.0 0.090
H -5.31411 -1.99160 -4.16161 0.0 0.0 0.0 0.103
H -4.29227 -0.60557 -3.75928 0.0 0.0 0.0 0.096
H -5.47322 -1.21038 -2.58441 0.0 0.0 0.0 0.099
H -4.95089 -4.22951 -3.05089 0.0 0.0 0.0 0.104
H -5.08695 -3.50079 -1.44678 0.0 0.0 0.0 0.100
H -3.65449 -4.45686 -1.86905 0.0 0.0 0.0 0.081
C 3.98679 1.07650 -3.11211 0.1 0.0 0.0 -0.199
Ge 2.11634 1.12226 -3.65685 0.0 0.0 0.0 0.807
C 1.89726 0.28905 -5.40231 0.0 0.0 -0.1 -0.208
C 1.43352 2.94087 -3.71396 0.1 0.1 0.0 -0.210
C 1.01458 0.24728 -2.26462 0.0 -0.2 0.0 -0.257
H 4.61416 1.45713 -3.91908 0.0 0.0 0.0 0.032
H 4.30641 0.05703 -2.88668 0.0 0.0 0.0 0.012
H 4.15407 1.70421 -2.23474 0.0 0.0 -0.1 0.006
H 2.35157 0.93796 -6.15295 0.0 0.0 0.0 0.031
H 0.84362 0.16918 -5.65949 0.0 0.0 0.0 0.025
H 2.38969 -0.68068 -5.45265 0.0 0.0 0.0 0.011
H 1.96920 3.52233 -4.46499 0.0 0.0 0.0 0.029
H 1.55694 3.43754 -2.75026 0.0 0.0 0.0 0.022
H 0.37479 2.94341 -3.97567 0.0 0.0 0.0 0.024
H -0.03066 0.45872 -2.50792 0.0 -0.1 0.0 0.058
H 1.21729 0.80097 -1.33934 -0.1 0.0 0.0 0.035
```
Positions in Å, forces in eV/Å.

The HOMO energy (spin up / spin down) is -12.15 / -13.22 eV. The value obtained for the orbital gap (spin up / spin down) is 7.37 / 5.84 eV. Its energy above the lowest of the compared OMol25 structures with the same formula, charge and spin is 18.95 kcal/mol. The charge is +2. As for the spin multiplicity: 5.



Q: Look up the charge of the second one.
A: +3



Q: Among the records above, which one has the highest charge?
A: C3H6O3Yb